{"formula": "C28H27AsFeN8O10SSe", "method": "ωB97M-V/def2-TZVPD", "elements": ["Fe", "Se", "N", "C", "C", "C", "C", "C", "N", "C", "C", "N", "C", "C", "C", "C", "C", "N", "H", "H", "H", "H", "H", "H", "C", "C", "N", "C", "C", "N", "C", "O", "O", "C", "O", "O", "H", "H", "H", "H", "H", "O", "As", "O", "O", "C", "C", "C", "C", "C", "C", "S", "O", "O", "O", "H", "H", "H", "H", "H", "N", "C", "C", "N", "C", "C", "H", "H", "H", "H", "H", "H", "H", "H", "H", "H", "H"], "positions_angstrom": [[0.09895, -0.35485, 0.17851], [-2.29805, 7.28135, 0.65081], [-0.69405, 6.57895, 0.70511], [-0.79215, 5.26335, 0.71851], [0.31735, 4.35725, 0.80051], [1.64265, 4.79515, 0.89011], [2.63705, 3.85205, 1.01301], [2.27895, 2.50235, 1.02751], [1.04065, 2.07575, 0.92211], [0.05505, 2.96915, 0.82271], [-1.29995, 2.46295, 0.78061], [-1.48815, 1.14015, 0.87731], [-2.71925, 0.67335, 0.94471], [-3.85615, 1.47455, 0.83171], [-3.69225, 2.83345, 0.68391], [-2.39395, 3.35255, 0.69761], [-2.13245, 4.76505, 0.66861], [-3.06075, 5.70225, 0.62691], [1.84955, 5.85505, 0.87811], [3.67545, 4.12445, 1.10641], [3.04795, 1.75595, 1.13291], [-2.81905, -0.39405, 1.09161], [-4.83405, 1.02215, 0.86671], [-4.52765, 3.51125, 0.58701], [-1.51915, -0.90465, 3.78711], [-0.08315, -0.87005, 3.45681], [0.46175, -0.51005, 2.30791], [1.80745, -0.71145, 2.41241], [2.09025, -1.17125, 3.68241], [0.87825, -1.25855, 4.31191], [3.30885, -1.53415, 4.46331], [4.46375, -1.44385, 3.86061], [3.16295, -1.87485, 5.61231], [2.72505, -0.49705, 1.25911], [3.93925, -0.57355, 1.44441], [2.16685, -0.19705, 0.16011], [-1.99515, -1.68815, 3.19381], [-1.99505, 0.03725, 3.53361], [-1.65265, -1.12145, 4.84291], [0.78875, -1.59535, 5.26131], [4.39885, -1.13955, 2.90481], [-3.42935, -2.66795, -1.21119], [-1.83455, -2.46005, -0.34889], [-2.29205, -2.53165, 1.19741], [-1.49515, -0.93645, -0.92379], [-0.97905, -4.02385, -1.15329], [-1.72055, -5.14435, -1.49629], [-1.07095, -6.25005, -2.02819], [0.30275, -6.23775, -2.22269], [1.04225, -5.12195, -1.86179], [0.38675, -4.03405, -1.31849], [1.20475, -2.60175, -0.67599], [0.84595, -1.50365, -1.59559], [2.60345, -2.85875, -0.58169], [0.49575, -2.36735, 0.60001], [-4.14365, -2.74255, -0.57239], [-2.79135, -5.15475, -1.33629], [-1.64305, -7.13035, -2.28039], [0.79885, -7.10155, -2.63639], [2.11495, -5.08465, -1.96489], [0.72205, 0.41915, -4.36159], [-0.59195, 0.25325, -3.68339], [-0.81985, 1.43705, -2.74169], [0.23905, 1.58285, -1.77319], [1.53245, 1.68835, -2.40719], [1.82725, 0.53295, -3.36809], [0.69465, 1.27285, -4.93209], [0.90215, -0.38205, -4.97559], [-0.55985, -0.65445, -3.07919], [-1.38355, 0.18335, -4.42889], [-1.75695, 1.28025, -2.21149], [-0.88965, 2.37275, -3.30869], [0.22415, 0.80345, -1.08769], [2.29125, 1.67605, -1.62729], [1.56805, 2.65245, -2.92899], [1.84945, -0.39045, -2.78159], [2.77275, 0.68005, -3.89059]], "atomic_forces_ev_per_a": [[-0.1, 0.1, 3.0], [0.0, -0.2, -0.1], [1.2, -0.4, 0.1], [-0.7, 1.1, -0.1], [0.4, -0.8, 0.1], [-0.1, -0.2, 0.0], [-0.2, 0.0, 0.0], [0.4, 0.3, 0.1], [-0.6, -0.2, -0.1], [0.8, 1.1, 0.1], [-1.0, 0.6, 0.1], [0.6, -0.1, -0.6], [-0.8, -0.3, 0.0], [0.3, 0.1, 0.1], [0.2, -0.1, 0.1], [0.1, -0.9, 0.1], [-0.1, 1.4, -0.1], [-0.7, -1.0, 0.0], [0.0, 0.1, 0.0], [0.1, 0.1, 0.0], [0.2, 0.0, -0.1], [0.0, -0.1, 0.0], [-0.1, -0.1, 0.0], [-0.1, 0.0, 0.0], [-0.2, -0.2, -0.1], [-0.3, 0.0, 0.1], [-0.1, -0.1, -0.5], [0.8, -0.3, 1.0], [0.1, 0.2, -0.6], [0.2, 0.1, -0.4], [-0.3, 0.1, 0.0], [0.4, 0.0, -0.2], [0.0, 0.0, 0.0], [0.5, -0.2, 1.4], [0.0, 0.1, -0.3], [-1.1, 0.2, -0.8], [0.0, 0.0, 0.0], [0.0, 0.1, 0.1], [-0.1, 0.1, 0.1], [0.0, 0.1, 0.0], [-0.3, 0.0, 0.3], [1.0, 0.0, -0.2], [-4.1, -2.7, -1.1], [0.3, 0.2, 1.2], [1.5, 1.5, 0.3], [-0.3, 0.5, 0.1], [-0.3, 0.2, 0.1], [0.1, 0.0, 0.1], [-0.1, 0.1, 0.0], [0.3, 0.2, 0.1], [0.2, 0.2, 0.3], [2.3, -2.5, -2.0], [-0.1, 0.2, 0.1], [-0.1, -0.2, 0.2], [-0.6, 0.5, 0.1], [0.1, 0.0, 0.3], [0.1, 0.0, -0.1], [0.0, 0.0, 0.0], [0.1, -0.1, 0.0], [0.1, -0.1, 0.0], [0.1, -0.1, -0.4], [-0.8, 0.1, 0.5], [-0.2, -0.4, -0.1], [-0.2, 0.1, 0.2], [0.3, -0.3, 0.0], [0.6, 0.2, 0.7], [0.0, -0.3, -0.1], [-0.1, 0.3, 0.0], [0.0, 0.0, -0.2], [0.1, 0.0, -0.1], [-0.1, 0.0, -0.1], [0.0, 0.0, 0.1], [0.2, 1.7, -2.1], [0.2, 0.1, -0.1], [0.0, 0.0, 0.1], [0.1, 0.2, -0.4], [-0.1, 0.0, -0.1]], "lowdin_charge": [1.048, 1.175, -0.241, -0.330, -0.076, 0.027, -0.004, -0.090, 0.112, -0.150, -0.133, 0.074, -0.116, 0.004, 0.034, -0.074, -0.328, -0.242, 0.124, 0.117, 0.107, 0.080, 0.120, 0.125, 0.021, -0.296, 0.090, -0.120, -0.039, 0.206, -0.483, 0.154, 0.117, -0.584, 0.083, -0.114, 0.065, 0.078, 0.092, 0.182, 0.084, -0.259, 0.907, -0.423, -0.466, -0.222, -0.052, -0.045, -0.044, -0.029, -0.271, 0.546, -0.392, -0.209, -0.358, 0.035, 0.114, 0.115, 0.115, 0.121, 0.071, -0.097, -0.168, -0.041, -0.160, -0.090, 0.187, 0.193, 0.103, 0.144, 0.123, 0.137, 0.012, 0.119, 0.137, 0.105, 0.144], "e_tot_ev": -233273.083, "charge": 1, "spin_multiplicity": 6, "homo_energy_ev": [-11.518, -11.507], "e_above_lowest_kcal_mol": 49.5}

{"formula": "C47H46N3O3PRb", "method": "ωB97M-V/def2-TZVPD", "elements": ["Rb", "C", "O", "C", "C", "O", "C", "C", "O", "C", "H", "H", "H", "H", "H", "H", "H", "H", "H", "H", "H", "H", "H", "H", "C", "C", "C", "C", "C", "C", "P", "C", "C", "C", "C", "C", "C", "C", "C", "C", "C", "C", "C", "C", "C", "C", "C", "H", "H", "H", "H", "H", "H", "H", "H", "H", "H", "H", "H", "H", "H", "H", "H", "C", "C", "C", "C", "C", "C", "C", "C", "C", "C", "C", "C", "C", "C", "C", "N", "H", "H", "H", "H", "H", "H", "H", "H", "H", "H", "C", "N", "C", "C", "N", "C", "H", "H", "H", "H", "H", "H"], "positions_angstrom": [[0.16428, 0.29556, 0.32497], [-4.64857, -0.77037, 0.60520], [-4.27903, -0.91066, -0.75460], [-3.08138, -1.63228, -0.88969], [-2.53596, -1.42318, -2.29078], [-1.14043, -1.63792, -2.31083], [-0.73206, -2.98826, -2.40029], [-0.13269, -3.46323, -1.09740], [1.07273, -2.77748, -0.89899], [1.72570, -3.15125, 0.29675], [-4.82740, -1.75529, 1.06315], [-5.57361, -0.19649, 0.62981], [-3.87196, -0.22995, 1.15750], [-3.26858, -2.70064, -0.68079], [-2.30934, -1.29270, -0.19159], [-2.70952, -0.38435, -2.57392], [-3.03614, -2.07037, -3.02141], [0.02932, -3.05804, -3.18334], [-1.57492, -3.63325, -2.67507], [0.03660, -4.55174, -1.14662], [-0.82291, -3.26137, -0.26535], [2.01477, -4.21080, 0.26389], [1.08109, -2.98242, 1.16701], [2.60574, -2.52010, 0.38639], [5.32565, 0.29454, 6.11982], [4.87598, -0.89490, 5.56810], [4.27023, -0.89236, 4.31574], [4.10640, 0.28291, 3.58664], [4.56704, 1.47010, 4.16043], [5.16761, 1.48015, 5.41034], [3.31353, 0.11800, 1.88055], [2.42408, 1.73540, 1.94938], [1.53518, 1.92782, 3.00905], [0.77934, 3.08441, 3.11806], [0.90011, 4.07941, 2.15754], [1.78453, 3.90648, 1.10346], [2.54036, 2.74381, 0.99638], [4.82104, 0.50350, 0.89834], [6.11247, 0.78089, 1.25631], [7.07150, 0.99611, 0.23438], [6.74019, 0.92611, -1.09339], [5.41182, 0.62626, -1.49176], [4.96127, 0.50859, -2.83170], [3.65072, 0.18097, -3.07312], [2.73515, -0.02354, -2.00693], [3.08726, 0.11206, -0.68271], [4.45630, 0.42435, -0.47295], [5.79312, 0.30189, 7.09722], [4.99075, -1.82460, 6.11330], [3.91014, -1.82384, 3.88980], [4.44719, 2.40227, 3.61882], [5.51471, 2.41517, 5.83478], [1.43761, 1.15314, 3.76409], [0.07201, 3.19803, 3.92825], [0.28787, 4.96932, 2.22272], [1.87937, 4.67382, 0.34417], [3.21773, 2.61867, 0.16181], [6.41565, 0.83469, 2.29507], [8.09397, 1.22292, 0.51604], [7.49927, 1.10094, -1.84987], [5.65571, 0.66632, -3.65071], [3.31269, 0.07080, -4.10003], [1.73361, -0.36460, -2.26957], [-2.75965, 3.03364, 3.52376], [-2.79860, 4.24683, 2.84510], [-2.59693, 4.24698, 1.47478], [-2.35187, 3.04775, 0.78684], [-2.23609, 1.79899, 1.43649], [-2.46769, 1.86746, 2.82491], [-2.23482, 3.12334, -0.70061], [-2.93248, 4.15860, -1.40556], [-2.84753, 4.25427, -2.75506], [-2.06709, 3.31556, -3.47130], [-1.91720, 3.33916, -4.87562], [-1.15908, 2.39400, -5.50864], [-0.52663, 1.38228, -4.75484], [-0.65998, 1.33876, -3.39548], [-1.43185, 2.30944, -2.71242], [-1.52799, 2.22615, -1.35457], [-2.93518, 3.00794, 4.59665], [-2.98187, 5.17616, 3.37284], [-2.60368, 5.20108, 0.95536], [-2.41119, 0.94748, 3.41273], [-3.55538, 4.84499, -0.85108], [-3.38096, 5.02903, -3.29586], [-2.41350, 4.12137, -5.43987], [-1.04276, 2.41732, -6.58497], [0.07242, 0.63254, -5.25675], [-0.18710, 0.55425, -2.82131], [-3.16896, -4.28504, 4.06904], [-2.17937, -3.36337, 3.55697], [-1.46103, -2.44261, 4.28168], [-0.73061, -1.74001, 3.37003], [-0.98760, -2.20172, 2.10388], [-1.85465, -3.16960, 2.25511], [-2.90860, -4.56513, 5.08764], [-3.18193, -5.18451, 3.45626], [-4.16345, -3.83742, 4.06709], [-1.53965, -2.37487, 5.35277], [-0.03931, -0.93204, 3.54774], [-2.29584, -3.75655, 1.46384]], "atomic_forces_ev_per_a": [[-0.1, -0.2, -0.2], [0.0, 0.0, 0.0], [0.0, 0.0, 0.1], [-0.1, 0.0, 0.0], [-0.1, 0.0, 0.1], [0.1, 0.0, -0.3], [0.1, 0.0, 0.1], [-0.1, 0.0, 0.0], [-0.1, 0.1, 0.0], [0.0, 0.0, 0.1], [0.0, 0.0, 0.0], [0.0, 0.0, 0.0], [0.0, 0.0, 0.0], [0.1, 0.0, 0.0], [-0.2, 0.2, 0.2], [0.0, 0.0, 0.0], [0.0, 0.0, 0.0], [0.0, 0.0, 0.0], [0.0, 0.0, 0.0], [0.0, 0.0, 0.0], [0.0, 0.0, -0.1], [0.0, 0.0, 0.0], [0.1, 0.0, -0.1], [0.1, 0.0, 0.0], [0.0, 0.0, 0.0], [0.0, 0.0, 0.0], [0.0, 0.0, 0.0], [0.0, 0.0, -0.1], [0.0, 0.0, 0.0], [0.0, 0.0, 0.0], [0.4, 0.1, 0.5], [0.1, 0.0, 0.1], [0.0, 0.0, 0.0], [0.0, 0.0, 0.0], [0.0, 0.0, 0.0], [0.0, 0.0, 0.0], [0.0, 0.0, 0.0], [-0.1, 0.0, -0.2], [0.0, 0.0, 0.0], [0.0, 0.0, 0.0], [0.0, 0.0, 0.0], [0.0, 0.0, 0.0], [0.0, 0.0, 0.0], [0.1, 0.0, 0.1], [0.0, -0.1, -0.2], [-0.2, 0.0, -0.1], [0.0, -0.1, 0.1], [0.0, 0.0, 0.0], [0.0, 0.0, 0.0], [0.0, 0.0, 0.0], [0.0, 0.0, 0.0], [0.0, 0.0, 0.0], [0.0, 0.0, 0.0], [0.0, 0.0, 0.0], [0.0, 0.0, 0.0], [0.0, 0.0, 0.0], [0.0, 0.0, 0.0], [0.0, 0.0, 0.0], [0.0, 0.0, 0.0], [0.0, 0.0, 0.0], [0.0, 0.0, 0.0], [0.0, 0.0, 0.0], [0.0, 0.1, -0.1], [0.0, 0.0, 0.0], [0.0, 0.0, 0.0], [0.0, 0.0, 0.0], [0.0, 0.0, 0.0], [-0.1, -0.1, 0.0], [0.0, 0.0, 0.0], [-0.1, 0.0, 0.0], [0.0, 0.0, 0.0], [0.0, 0.0, 0.0], [0.0, 0.0, 0.0], [0.0, 0.0, 0.0], [0.0, 0.0, 0.0], [0.0, 0.0, 0.0], [0.0, 0.0, 0.0], [0.0, 0.0, 0.0], [0.1, 0.1, 0.0], [0.0, 0.0, 0.0], [0.0, 0.0, 0.0], [0.0, 0.0, 0.0], [0.0, 0.0, 0.0], [0.0, 0.0, 0.0], [0.0, 0.0, 0.0], [0.0, 0.0, 0.0], [0.0, 0.0, 0.0], [0.0, 0.0, 0.0], [0.0, 0.0, 0.0], [0.0, 0.0, 0.0], [0.0, 0.0, 0.0], [0.0, 0.0, 0.0], [0.0, 0.0, 0.0], [0.0, 0.1, 0.0], [-0.1, 0.1, 0.1], [0.0, 0.0, 0.0], [0.0, 0.0, 0.0], [0.0, 0.0, 0.0], [0.0, 0.0, 0.0], [0.0, 0.0, 0.0], [0.0, 0.0, 0.0]], "lowdin_charge": [0.683, -0.102, -0.173, -0.226, -0.170, -0.165, -0.173, -0.222, -0.196, -0.105, 0.078, 0.086, 0.058, 0.123, 0.088, 0.124, 0.127, 0.134, 0.126, 0.130, 0.092, 0.088, 0.063, 0.062, -0.115, -0.108, -0.116, -0.373, -0.106, -0.097, 1.054, -0.455, -0.143, -0.080, -0.086, -0.073, -0.097, -0.306, -0.080, -0.102, -0.056, -0.187, -0.070, -0.100, -0.161, -0.202, -0.275, 0.090, 0.091, 0.088, 0.111, 0.095, 0.101, 0.098, 0.098, 0.102, 0.104, 0.090, 0.088, 0.099, 0.094, 0.087, 0.050, -0.144, -0.132, -0.094, -0.248, -0.148, -0.195, -0.221, -0.010, -0.020, -0.167, -0.052, -0.097, -0.071, -0.021, -0.213, 0.129, 0.085, 0.086, 0.091, 0.061, 0.099, 0.110, 0.105, 0.094, 0.103, 0.076, -0.025, -0.137, -0.063, -0.131, 0.047, -0.179, 0.088, 0.088, 0.090, 0.114, 0.095, 0.123], "e_tot_ev": -70040.937, "charge": -1, "homo_energy_ev": -3.670, "e_above_lowest_kcal_mol": 4.9}

Among the records above, which one has the lowest charge?
C47H46N3O3PRb

The lowest charge belongs to which entry?
C47H46N3O3PRb